Below is a cluster of 6 separate species, C47H60F40N4O8S in total at a distorted geometry, with properties calculated with ωB97M-V/def2-TZVPD.

Values from the calculation:
Kohn-Sham gap ... 8.02 eV

Geometry as ORCA input:
```
! wB97M-V def2-TZVPD RIJCOSX def2/J DEFGRID3
* xyz 0 1
C -7.71 -4.14 -2.65
C -7.04 -2.89 -3.39
C -5.64 -3.25 -4.04
C -4.49 -2.68 -3.14
C -3.18 -2.30 -3.94
C -2.34 -1.28 -3.07
C -0.96 -1.83 -2.57
C 0.10 -1.78 -3.77
O 1.44 -1.53 -3.29
N 2.26 -2.59 -3.66
O 2.68 -3.15 -2.73
C -0.99 -3.31 -2.07
S -1.52 -3.51 -0.32
C -2.59 -5.01 -0.15
C -4.08 -4.52 0.15
O -0.37 -1.06 -1.50
C -0.59 0.33 -1.65
C 0.41 1.12 -0.69
N 1.03 0.29 0.32
C 0.32 0.26 1.60
C -1.06 -0.49 1.55
C -1.89 -0.29 2.89
C -1.69 -1.46 3.93
N -0.23 2.38 -0.19
C 0.74 3.42 -0.04
C 1.85 3.29 0.92
C 2.74 4.43 0.88
C 2.59 5.57 0.02
N 1.55 5.67 -0.82
C 0.71 4.63 -0.81
H -8.76 -4.29 -3.00
H -7.80 -3.94 -1.55
H -7.08 -5.05 -2.78
H -6.94 -2.11 -2.59
H -7.75 -2.45 -4.14
H -5.59 -4.35 -4.21
H -5.63 -2.75 -5.04
H -4.87 -1.72 -2.72
H -4.29 -3.35 -2.27
H -2.61 -3.18 -4.31
H -3.55 -1.75 -4.85
H -2.24 -0.35 -3.68
H -2.94 -1.04 -2.15
H 0.12 -2.78 -4.28
H -0.23 -1.02 -4.52
H 0.07 -3.67 -2.12
H -1.57 -4.00 -2.72
H -2.20 -5.55 0.75
H -2.55 -5.63 -1.07
H -4.71 -4.79 -0.73
H -4.06 -3.40 0.20
H -4.47 -4.93 1.11
H -0.45 0.66 -2.72
H -1.61 0.61 -1.28
H 1.25 1.45 -1.37
H 2.02 0.52 0.43
H 0.23 1.26 2.10
H 0.95 -0.34 2.31
H -0.82 -1.57 1.51
H -1.73 -0.15 0.73
H -2.96 -0.34 2.57
H -1.75 0.73 3.32
H -1.17 -2.35 3.51
H -1.07 -1.05 4.78
H -2.66 -1.75 4.39
H -0.95 2.68 -0.84
H 1.98 2.43 1.59
H 3.61 4.42 1.57
H 3.34 6.38 0.06
H -0.16 4.71 -1.51
F 0.03 4.23 4.97
C 0.77 3.39 4.22
F 0.03 2.26 4.07
C 2.12 3.06 4.85
F 1.95 2.41 6.03
F 2.76 2.18 4.02
C 3.08 4.24 5.07
O 3.12 4.81 6.39
C 2.16 5.78 6.69
F 1.50 6.14 5.57
F 2.86 6.88 7.08
C 1.23 5.35 7.82
F 0.55 4.23 7.50
F 0.32 6.32 8.07
H 0.90 3.83 3.22
H 4.09 3.84 4.93
H 2.98 5.01 4.30
H 1.80 5.16 8.74
F 0.87 -7.10 -5.25
C 0.55 -5.80 -5.11
F -0.65 -5.77 -4.47
C 0.45 -5.08 -6.45
F -0.55 -5.60 -7.20
F 0.09 -3.79 -6.19
C 1.74 -5.02 -7.29
O 1.87 -5.98 -8.34
C 2.39 -7.23 -8.02
F 2.86 -7.23 -6.75
F 3.46 -7.41 -8.82
C 1.38 -8.36 -8.27
F 0.27 -8.19 -7.53
F 1.92 -9.55 -7.94
H 1.29 -5.33 -4.46
H 1.71 -4.06 -7.81
H 2.64 -4.97 -6.67
H 1.09 -8.38 -9.33
F 3.67 4.50 -7.28
C 4.42 5.49 -6.76
F 5.52 5.60 -7.53
C 4.82 5.22 -5.31
F 5.60 4.12 -5.23
F 5.60 6.26 -4.90
C 3.67 5.09 -4.29
O 3.26 3.77 -3.94
C 2.32 3.16 -4.77
F 1.84 4.05 -5.65
F 1.28 2.84 -3.96
C 2.85 1.89 -5.43
F 3.92 2.15 -6.21
F 1.90 1.34 -6.23
H 3.86 6.43 -6.84
H 4.06 5.50 -3.35
H 2.82 5.73 -4.54
H 3.15 1.15 -4.68
F 6.12 2.47 5.71
C 5.39 2.12 6.79
F 5.15 3.26 7.47
C 6.12 1.11 7.68
F 7.25 1.65 8.18
F 5.31 0.86 8.75
C 6.45 -0.25 7.03
O 7.77 -0.42 6.54
C 8.05 0.02 5.24
F 6.91 0.37 4.62
F 8.53 -1.06 4.58
C 9.10 1.13 5.22
F 8.69 2.20 5.92
F 9.33 1.53 3.95
H 4.43 1.73 6.45
H 6.37 -0.98 7.84
H 5.70 -0.55 6.30
H 10.04 0.78 5.66
F -6.55 0.91 5.92
C -7.53 1.85 5.86
F -8.32 1.66 6.94
C -8.36 1.72 4.58
F -9.01 0.54 4.54
F -9.33 2.69 4.63
C -7.60 1.93 3.25
O -7.20 0.75 2.56
C -5.99 0.16 2.91
F -5.31 0.96 3.76
F -5.25 0.11 1.78
C -6.17 -1.25 3.45
F -6.94 -1.26 4.56
F -4.97 -1.79 3.80
H -7.07 2.84 5.94
H -8.31 2.40 2.58
H -6.79 2.64 3.35
H -6.64 -1.90 2.71
*
```

---

Below is a structure of composition C47H60N3OP3Si2V at a distorted geometry, with properties calculated with ωB97M-V/def2-TZVPD.

Values from the calculation:
Energy relative to the best compared isomer or geometry (same formula, charge and spin) ... 0.0 kJ/mol
Kohn-Sham gap ... 7.31 eV

Geometry as ORCA input:
```
! wB97M-V def2-TZVPD RIJCOSX def2/J DEFGRID3
* xyz 3 1
V 0.12 -0.56 1.44
C 0.14 1.59 -1.44
Si 0.04 1.84 0.41
C 1.45 2.62 1.38
C 1.45 3.94 1.85
C 2.56 4.44 2.52
C 3.67 3.64 2.75
C 3.68 2.32 2.31
C 2.57 1.83 1.63
P 2.48 0.16 0.95
C 3.68 -0.85 1.88
C 3.32 -1.58 3.01
C 4.27 -2.27 3.74
C 5.60 -2.24 3.35
C 5.97 -1.52 2.21
C 5.02 -0.84 1.47
C 3.18 0.28 -0.72
C 3.72 1.47 -1.19
C 4.32 1.50 -2.44
C 4.37 0.36 -3.22
C 3.81 -0.83 -2.76
C 3.22 -0.87 -1.51
C -1.55 2.67 0.94
C -1.79 4.04 0.80
C -2.98 4.59 1.27
C -3.94 3.78 1.86
C -3.74 2.41 1.96
C -2.54 1.87 1.50
P -2.31 0.11 1.22
C -3.06 -0.10 -0.43
C -3.22 -1.38 -0.96
C -3.93 -1.58 -2.13
C -4.46 -0.49 -2.81
C -4.27 0.79 -2.31
C -3.59 0.99 -1.13
C -3.41 -0.75 2.39
C -3.41 -0.30 3.71
C -4.27 -0.85 4.64
C -5.14 -1.87 4.26
C -5.15 -2.31 2.95
C -4.30 -1.75 2.01
H 0.21 2.57 -1.93
H -0.77 1.10 -1.80
H 1.01 1.01 -1.75
H 0.59 4.58 1.71
H 2.55 5.46 2.87
H 4.53 4.04 3.28
H 4.54 1.69 2.51
H 2.28 -1.63 3.33
H 3.98 -2.83 4.62
H 6.35 -2.77 3.92
H 7.00 -1.50 1.90
H 5.32 -0.30 0.59
H 3.68 2.38 -0.59
H 4.75 2.43 -2.81
H 4.85 0.39 -4.19
H 3.85 -1.72 -3.37
H 2.77 -1.79 -1.15
H -1.06 4.68 0.32
H -3.15 5.66 1.18
H -4.86 4.22 2.22
H -4.52 1.78 2.36
H -2.78 -2.23 -0.44
H -4.08 -2.58 -2.52
H -5.03 -0.64 -3.72
H -4.68 1.64 -2.84
H -3.47 2.00 -0.76
H -2.75 0.51 3.99
H -4.29 -0.47 5.65
H -5.82 -2.29 4.99
H -5.85 -3.08 2.65
H -4.36 -2.08 0.98
C 1.65 -5.13 -1.35
N 1.50 -4.03 -0.39
C 2.62 -3.93 0.55
P 0.03 -3.53 0.11
O 0.10 -1.98 0.37
N -1.04 -3.78 -1.09
C -2.02 -4.87 -1.06
C -0.75 -3.22 -2.42
N -0.38 -4.23 1.52
C -0.08 -5.66 1.73
C -1.44 -3.73 2.39
H 2.42 -4.86 -2.08
H 0.73 -5.33 -1.88
H 1.97 -6.05 -0.85
H 3.56 -3.90 0.00
H 2.66 -4.79 1.23
H 2.54 -3.03 1.15
H -2.29 -5.11 -0.03
H -1.64 -5.77 -1.54
H -2.92 -4.56 -1.58
H 0.11 -2.56 -2.37
H -1.61 -2.66 -2.79
H -0.53 -4.03 -3.13
H 0.60 -6.03 0.97
H -0.99 -6.26 1.70
H 0.38 -5.79 2.71
H -1.70 -2.70 2.14
H -1.12 -3.77 3.43
H -2.35 -4.33 2.30
C 1.70 1.36 5.14
Si -0.12 1.01 4.86
C -1.06 2.59 4.54
C -0.79 -0.01 6.28
C -0.10 -0.23 3.33
H 1.83 1.64 6.19
H 2.04 2.19 4.53
H 2.34 0.50 4.95
H -0.61 3.38 5.15
H -2.10 2.51 4.85
H -1.03 2.92 3.50
H -0.97 0.63 7.14
H -0.07 -0.77 6.58
H -1.73 -0.51 6.05
H -0.23 -1.22 3.79
H 0.97 -0.15 2.94
*
```

---

Below is a structure of composition C47H60N6NdO11 at a distorted geometry, with properties calculated with ωB97M-V/def2-TZVPD.

Values from the calculation:
Kohn-Sham gap (alpha / beta) ... 5.63 / 5.62 eV

Geometry as ORCA input:
```
! wB97M-V def2-TZVPD RIJCOSX def2/J DEFGRID3
* xyz -1 4
Nd 0.27 -0.58 0.13
C 6.63 0.47 2.31
C 6.09 -0.70 1.45
C 4.87 -0.28 0.72
C 4.78 0.03 -0.62
C 5.88 -0.07 -1.64
C 5.63 -0.99 -2.82
C 3.43 0.46 -0.88
C 3.01 0.91 -2.17
C 1.69 1.37 -2.42
C 1.22 1.82 -3.69
C 2.16 2.19 -4.78
C 2.93 3.48 -4.59
C -0.16 1.93 -3.64
C -0.54 1.60 -2.23
C -1.83 1.78 -1.73
C -2.23 1.73 -0.36
N -1.50 1.03 0.63
C -2.02 1.45 1.86
C -1.52 1.18 3.18
C -0.23 0.62 3.41
N 0.73 0.25 2.47
C 1.89 -0.06 3.15
C 3.13 -0.38 2.54
C 3.51 -0.11 1.27
N 2.64 0.30 0.25
C 1.63 -0.02 4.60
C 0.33 0.54 4.75
C -0.27 1.00 6.03
C -1.29 0.03 6.57
C 2.78 -0.23 5.58
C 3.68 0.99 5.88
C -3.22 2.26 1.60
C -3.33 2.44 0.22
C -4.37 3.27 -0.52
C -3.92 4.74 -0.69
C -4.06 2.72 2.70
C -4.73 1.65 3.52
N 0.63 1.31 -1.52
C -1.13 2.44 -4.70
C -1.69 3.85 -4.47
H 7.63 0.84 2.00
H 6.70 0.29 3.41
H 6.00 1.36 2.19
H 5.89 -1.49 2.16
H 6.89 -1.04 0.69
H 6.76 -0.28 -1.08
H 6.01 0.94 -2.06
H 5.01 -1.84 -2.56
H 6.57 -1.36 -3.29
H 5.00 -0.58 -3.62
H 3.67 0.80 -3.01
H 1.73 2.29 -5.83
H 2.88 1.36 -4.86
H 2.25 4.33 -4.44
H 3.58 3.71 -5.50
H 3.51 3.42 -3.62
H -2.61 2.06 -2.46
H -2.03 1.51 4.07
H 3.90 -0.86 3.16
H -0.67 1.99 5.96
H 0.53 1.04 6.75
H -2.25 0.36 6.08
H -1.43 0.11 7.63
H -1.14 -1.02 6.36
H 3.47 -1.05 5.25
H 2.33 -0.56 6.57
H 4.39 1.19 5.05
H 4.40 0.82 6.73
H 3.11 1.89 6.03
H -5.31 3.26 0.10
H -4.52 2.78 -1.48
H -3.46 5.08 0.19
H -4.75 5.41 -1.01
H -3.16 4.84 -1.51
H -4.90 3.34 2.27
H -3.53 3.45 3.32
H -5.35 1.07 2.83
H -5.35 2.12 4.23
H -4.05 0.99 4.10
H -1.88 1.63 -4.84
H -0.52 2.39 -5.62
H -2.28 3.78 -3.56
H -2.34 4.18 -5.29
H -0.96 4.62 -4.15
C 1.85 -2.10 -2.72
O 1.46 -2.25 -1.36
C 1.93 -3.50 -0.82
C 1.08 -3.79 0.34
O 1.17 -2.69 1.27
C 1.22 -3.30 2.56
H 1.14 -2.74 -3.23
H 2.89 -2.40 -2.88
H 1.69 -1.07 -3.05
H 2.98 -3.36 -0.62
H 1.78 -4.32 -1.61
H 1.48 -4.70 0.81
H 0.07 -3.95 0.06
H 2.24 -3.50 2.86
H 0.62 -4.21 2.49
H 0.80 -2.56 3.31
O -2.69 -4.16 0.47
C -2.60 -3.89 -0.76
O -1.56 -3.87 -1.48
C -3.96 -3.50 -1.45
C -4.81 -4.42 -2.01
C -5.93 -3.88 -2.77
C -5.88 -2.55 -3.26
C -4.94 -1.69 -2.72
C -4.25 -2.06 -1.45
O -3.88 -1.30 -0.57
N -4.21 -0.69 -3.44
O -3.21 -0.06 -2.89
O -4.28 -0.78 -4.70
N -7.02 -4.70 -3.14
O -8.02 -4.14 -3.67
O -6.92 -5.93 -2.89
H -4.74 -5.47 -1.77
H -6.68 -2.09 -3.89
O -0.89 -1.35 -2.05
H -1.76 -0.87 -2.24
H -1.13 -2.32 -1.93
O -1.78 -1.59 1.01
H -1.92 -2.58 0.84
H -2.58 -1.25 0.65
*
```